{"formula": "C3H7N", "method": "ωB97M-V with the def2-TZVPD basis set", "homo_lumo_gap_ev": 9.3, "smiles": "C=CNC", "species": ["C", "C", "N", "C", "H", "H", "H", "H", "H", "H", "H"], "xyz": [[1.814, 0.234, 0.583], [0.663, -0.314, 0.199], [-0.538, 0.390, 0.045], [-1.631, -0.304, -0.603], [2.034, 1.279, 0.756], [2.656, -0.395, 0.818], [0.647, -1.335, -0.152], [-0.362, 1.347, -0.218], [-1.853, -1.189, -0.007], [-2.500, 0.361, -0.600], [-1.464, -0.598, -1.650]]}